Computed, not measured: a 2-piece molecular cluster, C2H9NO overall, with the ωB97M-V functional and the def2-TZVPD basis.

```
! wB97M-V def2-TZVPD RIJCOSX def2/J DEFGRID3
* xyz 1 2
C -1.5899 -0.5761 -0.3519
N -0.5448 -0.2666 0.6558
C 0.4972 -1.3151 0.7944
H -2.5668 -0.8511 0.0427
H -1.7686 0.3167 -0.9677
H -1.1329 -1.3242 -0.9922
H -0.9330 -0.2934 1.6127
H 0.2134 -2.2406 1.3047
H 1.3391 -0.8721 1.3228
H 0.8266 -1.5591 -0.2137
H 1.4330 1.3923 -1.6793
H 1.4715 1.5129 -0.1940
O 1.4043 2.0627 -0.9912
*
```

Summary:
E_HOMO (alpha / beta) = -15.321 / -15.261 eV
expectation value of S² = 0.7541
M = 63.100 u

***

Computed, not measured: C29H23N2O3RhS as an isolated structure, with the ωB97M-V functional and the def2-TZVPD basis.

```
! wB97M-V def2-TZVPD RIJCOSX def2/J DEFGRID3
* xyz 2 5
Rh -2.3034 -0.1403 -0.1531
C -2.4964 1.7845 2.3617
O -1.7474 0.5965 1.9931
C -0.4767 0.4677 2.4707
C 0.0565 1.3861 3.3494
C 1.3578 1.2307 3.8178
C 2.1397 0.1456 3.4344
C 1.6025 -0.7923 2.5895
C 0.2958 -0.6663 2.0725
N -0.0547 -1.7361 1.2906
N -1.1897 -1.7822 0.7253
C -1.5622 -2.9617 0.1202
C -2.9796 -2.8873 -0.2816
O -3.5561 -1.7515 -0.3316
C -3.6881 -4.0729 -0.5858
C -3.0038 -5.2321 -0.6591
C -1.5769 -5.3212 -0.4427
C -0.9374 -6.5336 -0.6218
C 0.4379 -6.6434 -0.4476
C 1.1817 -5.5290 -0.0842
C 0.5628 -4.3072 0.1186
C -0.8304 -4.1758 -0.0513
H -2.6936 1.7835 3.4299
H -3.4377 1.7305 1.8304
H -1.9487 2.6792 2.0713
H -0.5340 2.2228 3.6902
H 1.7578 1.9680 4.5030
H 3.1445 0.0281 3.8155
H 2.1652 -1.6728 2.3044
H -4.7492 -4.0075 -0.7857
H -3.5329 -6.1430 -0.9162
H -1.5191 -7.4040 -0.9029
H 0.9268 -7.5967 -0.6029
H 2.2538 -5.6150 0.0408
H 1.1494 -3.4461 0.3928
O -0.9022 1.1096 -1.0579
S 0.3440 1.8219 -0.4633
C -0.0273 3.5470 -0.5718
C 0.6568 4.3939 0.2920
C 0.4139 5.7572 0.2094
C -0.5147 6.2406 -0.7040
C -1.2057 5.3719 -1.5412
C -0.9633 4.0075 -1.4857
C 1.5753 1.6150 -1.7280
C 1.2808 0.8589 -2.8505
C 2.2783 0.6718 -3.7989
C 3.5352 1.2244 -3.6082
C 3.8093 1.9779 -2.4721
C 2.8280 2.1748 -1.5150
H 1.3579 4.0001 1.0214
H 0.9412 6.4397 0.8631
H -0.7061 7.3048 -0.7602
H -1.9299 5.7585 -2.2460
H -1.4800 3.3189 -2.1417
H 0.2923 0.4451 -2.9923
H 2.0659 0.1006 -4.6932
H 4.3094 1.0688 -4.3478
H 4.7884 2.4169 -2.3315
H 3.0382 2.7690 -0.6322
*
```

Summary:
E_HOMO (alpha / beta) = -13.863 / -14.491 eV
expectation value of S² = 6.0686
M = 582.487 u

***

Computed, not measured: C47H34NO2RhS3 as an isolated structure, with the ωB97M-V functional and the def2-TZVPD basis.

```
! wB97M-V def2-TZVPD RIJCOSX def2/J DEFGRID3
* xyz 2 1
Rh 0.7818 -1.1336 1.0347
S 5.0774 -1.2289 2.8146
C 5.3497 -1.3041 1.1129
C 6.5506 -1.1710 0.4256
C 6.5306 -1.2965 -0.9461
C 5.3365 -1.5795 -1.6254
C 4.1390 -1.6990 -0.9604
C 4.1217 -1.5281 0.4288
N 3.0379 -1.5755 1.2511
C 3.3680 -1.4432 2.5213
C 2.4003 -1.4314 3.5740
C 2.7585 -1.3103 4.9270
C 1.7766 -1.2431 5.8880
C 0.4298 -1.2976 5.5247
C 0.0673 -1.4442 4.1923
C 1.0322 -1.5108 3.2058
H 7.4678 -0.9783 0.9584
H 7.4459 -1.1955 -1.5077
H 5.3648 -1.7141 -2.6944
H 3.2280 -1.9502 -1.4837
H 3.8015 -1.2836 5.2096
H 2.0459 -1.1519 6.9306
H -0.3324 -1.2256 6.2860
H -0.9841 -1.4812 3.9372
C -4.5448 -6.2831 0.0309
C -3.8277 -5.0050 0.2891
C -4.5176 -3.7930 0.3337
C -3.8662 -2.6141 0.6467
C -2.5049 -2.6478 0.8826
C -1.7887 -3.8369 0.8449
C -2.4507 -5.0076 0.5372
S -1.5821 -1.1808 1.3415
O -2.4729 -0.1563 1.8577
C -1.1268 -0.5883 -0.3472
C -0.9105 -1.5297 -1.3835
C -0.9061 -1.1169 -2.6880
C -1.0652 0.2470 -3.0284
C -1.0519 0.6836 -4.3663
C -1.1320 2.0188 -4.6670
C -1.2270 2.9684 -3.6404
C -1.2789 2.5759 -2.3306
C -1.2195 1.2058 -1.9883
C -1.2825 0.7658 -0.6370
C -1.4923 1.7803 0.4122
C -2.7123 2.5081 0.5043
C -3.8311 2.2103 -0.3027
C -4.9927 2.9380 -0.1866
C -5.0858 3.9904 0.7296
C -4.0187 4.2965 1.5393
C -2.8160 3.5570 1.4616
C -1.7263 3.8356 2.3101
C -0.5628 3.1107 2.2208
C -0.4538 2.1040 1.2651
S 1.0953 1.1931 1.1594
O 1.9677 1.7117 2.1925
C 1.7089 1.7358 -0.4495
C 2.0996 3.0375 -0.6990
C 2.6509 3.3449 -1.9313
C 2.8013 2.3741 -2.9171
C 3.4840 2.6730 -4.2081
C 2.3553 1.0793 -2.6553
C 1.8413 0.7555 -1.4186
H -5.5671 -6.1035 -0.2885
H -4.5657 -6.8803 0.9435
H -4.0304 -6.8724 -0.7254
H -5.5790 -3.7692 0.1392
H -4.3877 -1.6723 0.7094
H -0.7222 -3.8303 1.0630
H -1.9103 -5.9407 0.5077
H -0.8354 -2.5844 -1.1515
H -0.7874 -1.8390 -3.4809
H -0.9726 -0.0475 -5.1561
H -1.1111 2.3497 -5.6935
H -1.2616 4.0177 -3.8850
H -1.3514 3.3177 -1.5505
H -3.7773 1.3932 -1.0080
H -5.8414 2.6959 -0.8082
H -6.0022 4.5540 0.8026
H -4.0882 5.1083 2.2476
H -1.8140 4.6284 3.0369
H 0.2832 3.3064 2.8592
H 2.0011 3.7909 0.0654
H 2.9822 4.3536 -2.1225
H 3.8378 3.6979 -4.2407
H 2.8198 2.5030 -5.0529
H 4.3401 2.0100 -4.3280
H 2.4387 0.3219 -3.4184
H 1.5533 -0.2719 -1.1829
*
```

Summary:
E_HOMO (alpha / beta) = -13.100 / -13.100 eV
M = 843.901 u

***

Computed, not measured: a 6-piece molecular cluster, CH13NO6 overall, with the ωB97M-V functional and the def2-TZVPD basis.

```
! wB97M-V def2-TZVPD RIJCOSX def2/J DEFGRID3
* xyz 0 1
N -0.3397 1.7844 -1.1006
C 0.7358 1.0302 -0.8551
O 1.4930 0.7400 -1.8081
H -0.9128 2.0406 -0.3108
H -0.6193 2.1166 -2.0672
H 0.6558 0.3180 -0.1476
O 0.2733 -2.7136 -1.3832
H 0.3277 -3.2080 -0.5611
H 1.2030 -2.3946 -1.5630
O -1.7151 2.5522 2.0777
H -1.9944 1.6504 2.3065
H -2.2985 3.1385 2.4272
O 2.9860 -1.4638 -1.4253
H 3.3133 -1.0947 -2.2502
H 3.9057 -1.7831 -1.2660
O -0.9622 -1.3936 0.4478
H -0.9356 -0.5338 0.0286
H -1.2450 -2.0262 -0.2986
O -2.0882 0.1903 3.3324
H -1.3130 0.3348 3.7898
H -2.0189 -0.5227 2.8163
*
```

Summary:
E_HOMO = -9.565 eV
M = 135.116 u
structure (SMILES) = NC=O.O.O.O.O.O

***

Computed, not measured: one molecule with the formula C5H11NO, with the ωB97M-V functional and the def2-TZVPD basis.

```
! wB97M-V def2-TZVPD RIJCOSX def2/J DEFGRID3
* xyz 0 1
H 0.9130 2.1998 -0.9346
N 0.7505 1.2884 -0.5222
C -0.4964 1.0841 -0.3978
C -1.5719 2.0589 -0.8492
O -0.9587 -0.0328 0.1884
C -0.0180 -1.0574 0.6583
C 0.3456 -2.0134 -0.4824
C 1.2378 -0.6025 1.3998
H -2.4769 1.5749 -1.2246
H -1.1554 2.6773 -1.6514
H -1.8607 2.7322 -0.0341
H -0.6460 -1.5783 1.3874
H 0.3621 -3.0575 -0.1451
H -0.4047 -1.9248 -1.2687
H 1.3293 -1.7838 -0.9057
H 1.5819 -1.4909 1.9421
H 1.0440 0.1983 2.1188
H 2.0247 -0.2726 0.7211
*
```

Summary:
E_HOMO = -9.764 eV
M = 101.149 u
structure (SMILES) = [H]/N=C(\C)OC(C)C

***

Computed, not measured: a 2-piece molecular cluster, C48H45N2O overall, with the ωB97M-V functional and the def2-TZVPD basis.

```
! wB97M-V def2-TZVPD RIJCOSX def2/J DEFGRID3
* xyz 1 1
C -5.6930 3.6661 3.0181
C -4.7847 4.3139 2.1882
C -3.7962 3.5826 1.5140
C -3.6434 2.2029 1.7346
C -2.5219 1.3952 1.0124
C -3.1337 0.3667 0.0597
C -4.4968 0.2770 -0.2346
C -4.9646 -0.8014 -1.0056
C -4.0704 -1.7152 -1.5727
C -2.6924 -1.5358 -1.4028
C -2.2545 -0.5047 -0.5804
C -1.5681 2.3584 0.3162
C -1.4713 2.4532 -1.0781
C -0.6744 3.4511 -1.6389
C 0.1084 4.2839 -0.8386
C -0.0426 4.2443 0.5551
C -0.8746 3.2781 1.1306
C -1.6793 0.6264 2.0899
C -2.4902 -0.4506 2.8316
C -1.5223 -1.5428 3.2443
C -0.2634 -1.3513 2.3923
N -0.4692 -0.1120 1.6614
C 0.5674 0.3546 0.8903
C 1.8492 -0.2093 0.8747
C 2.9999 0.6899 0.8101
C 4.2848 0.1686 1.1303
C 5.4370 0.8852 0.8177
C 5.3145 2.1430 0.2015
C 4.0355 2.7243 0.0135
C 2.8879 2.0173 0.3761
C -4.6235 1.5556 2.5080
C -5.6137 2.2821 3.1736
H -6.4636 4.2374 3.5392
H -4.8260 5.3910 2.0341
H -3.1498 4.1163 0.8283
H -5.2000 1.0242 0.1338
H -6.0440 -0.9088 -1.1572
H -4.4373 -2.5606 -2.1613
H -1.9648 -2.1879 -1.8914
H -1.1995 -0.3657 -0.4000
H -2.0440 1.7813 -1.7311
H -0.6771 3.5859 -2.7232
H 0.8061 4.9785 -1.3144
H 0.4725 4.9560 1.2039
H -1.0263 3.2746 2.2108
H -1.3284 1.3551 2.8480
H -2.9911 -0.0456 3.7171
H -3.2441 -0.8815 2.1580
H -1.2616 -1.4732 4.3074
H -1.9424 -2.5424 3.0798
H 0.6394 -1.2899 3.0278
H -0.1035 -2.2180 1.7211
H 0.3732 1.2560 0.2980
H 2.0174 -1.1423 1.4666
H 4.3481 -0.8458 1.5471
H 6.4100 0.4278 1.0167
H 6.2038 2.6830 -0.1089
H 3.9244 3.7223 -0.4354
H 1.9012 2.5086 0.3034
H -4.6443 0.4672 2.5793
H -6.3285 1.7375 3.7966
C 0.2392 -5.7319 3.0970
O 1.5136 -5.8020 2.4319
C 1.7225 -5.0484 1.3208
C 0.6827 -4.5148 0.5079
C 0.9919 -3.4407 -0.3258
C 2.2903 -2.8865 -0.3238
C 2.5323 -1.5181 -0.7758
C 2.0587 -0.9596 -2.0066
C 2.8583 -0.8559 -3.2305
C 4.0902 -1.3581 -3.6568
C 4.5359 -1.0108 -4.9458
C 3.8114 -0.1377 -5.7777
C 2.6055 0.4223 -5.3315
C 2.1439 -0.0058 -4.1012
N 0.9512 0.3572 -3.4817
C 0.0119 1.3100 -4.0305
C 0.9013 -0.2013 -2.2456
C 3.3460 -3.6248 0.2659
C 3.0710 -4.7268 1.0489
H 0.4172 -6.2903 4.0180
H -0.0512 -4.6943 3.3399
H -0.5323 -6.2232 2.4854
H -0.3419 -4.8909 0.5803
H 0.2284 -2.9863 -0.9683
H 3.5589 -1.1979 -0.5554
H 4.6703 -2.0162 -3.0048
H 5.4779 -1.4279 -5.3134
H 4.1887 0.1231 -6.7649
H 2.0269 1.1432 -5.9064
H 0.1500 1.3255 -5.1156
H -1.0209 1.0229 -3.7875
H 0.2164 2.3118 -3.6343
H 0.0587 -0.0320 -1.5896
H 4.3788 -3.3060 0.1200
H 3.8563 -5.2659 1.5707
*
```

Summary:
E_HOMO = -9.984 eV
M = 665.901 u

***

Computed, not measured: C30H33FN4O5RuSeSi as an isolated structure, with the ωB97M-V functional and the def2-TZVPD basis.

```
! wB97M-V def2-TZVPD RIJCOSX def2/J DEFGRID3
* xyz 1 2
Ru 0.9478 3.0290 0.8927
O -0.5845 6.6414 1.9418
C 0.2533 5.8023 1.6908
O 0.4402 4.6734 2.2845
C 1.2708 6.0027 0.5803
C 2.0554 7.1626 0.5041
C 3.1405 7.1602 -0.3249
C 3.4263 6.0212 -1.1074
C 4.5875 5.8994 -1.9012
C 4.8104 4.7693 -2.6342
C 3.8597 3.7309 -2.6464
C 2.7266 3.8177 -1.8881
C 2.5168 4.9357 -1.0589
N 1.4650 4.9467 -0.1807
H 1.8055 8.0045 1.1328
H 3.7980 8.0192 -0.3825
H 5.3049 6.7109 -1.8979
H 5.7196 4.6596 -3.2095
H 4.0417 2.8539 -3.2511
H 1.9804 3.0320 -1.8834
F -3.0227 -2.1147 0.9567
C -1.8169 -2.1482 0.3330
C -1.1679 -0.9554 0.1595
C 0.1008 -0.9238 -0.4117
C 0.8500 0.3246 -0.5339
O 0.2806 1.4329 -0.5682
C 2.2721 0.1465 -0.6433
C 2.7535 -1.0262 -1.1106
N 1.9622 -2.1096 -1.3634
C 2.4649 -3.2138 -2.1409
C 3.0526 -2.9402 -3.4904
C 1.6990 -3.5685 -3.3854
C 0.6790 -2.1284 -0.8506
C -0.0435 -3.3175 -0.7350
C -1.2839 -3.3680 -0.1078
N -1.9547 -4.6079 -0.0005
C -3.2762 -4.7283 0.6132
C -3.8396 -6.1176 0.2608
N -3.2127 -6.5331 -1.0315
C -1.7649 -6.8650 -0.8216
C -1.2089 -5.8415 0.1811
C 3.2368 1.2332 -0.1966
O 4.3350 1.2829 -0.7198
O 2.8026 1.9646 0.7654
H -1.6207 -0.0319 0.5051
H 3.8117 -1.1341 -1.3136
H 2.8987 -4.0156 -1.5524
H 3.8741 -3.5635 -3.8123
H 3.1258 -1.9122 -3.8175
H 1.5887 -4.6106 -3.6537
H 0.8372 -2.9582 -3.6202
H 0.3897 -4.2184 -1.1411
H -3.9302 -3.9600 0.2137
H -3.2482 -4.6150 1.7024
H -4.9212 -6.0799 0.1576
H -3.5910 -6.8745 1.0018
H -3.2529 -5.7210 -1.6522
H -3.7092 -7.3085 -1.4676
H -1.2574 -6.8039 -1.7824
H -1.6824 -7.8819 -0.4417
H -0.1463 -5.7014 0.0230
H -1.3363 -6.2133 1.2046
C -4.2230 1.4671 2.0968
Si -3.0012 2.3115 3.2628
C -2.4658 1.2630 4.7353
C -3.4769 4.0817 3.6582
Se -0.9836 2.3252 2.0126
H -5.2462 1.5195 2.4767
H -3.9700 0.4180 1.9539
H -4.1945 1.9587 1.1236
H -3.2865 1.0508 5.4226
H -1.6851 1.7898 5.2846
H -2.0448 0.3168 4.3916
H -4.3717 4.1196 4.2834
H -3.6759 4.6416 2.7438
H -2.6679 4.5913 4.1818
*
```

Summary:
E_HOMO (alpha / beta) = -9.298 / -9.291 eV
expectation value of S² = 0.8750
M = 756.731 u

***

Computed, not measured: C23H24ClN3O2Ta as an isolated structure, with the ωB97M-V functional and the def2-TZVPD basis.

```
! wB97M-V def2-TZVPD RIJCOSX def2/J DEFGRID3
* xyz 3 1
Ta 0.1496 -0.3750 -0.1408
C 1.6972 -0.2274 -2.8461
N 1.9053 -0.3521 -1.3595
C 2.9041 -1.4293 -1.0776
C 2.2067 0.9372 -0.7072
C 3.4678 1.2423 -0.1779
C 3.6776 2.4819 0.3785
C 2.6365 3.4243 0.4676
C 1.3753 3.1223 0.0190
C 1.1405 1.8784 -0.5893
N -0.1208 1.3772 -0.9101
C -1.2954 1.9514 -1.4242
C -1.4586 3.2124 -1.9692
C -2.7256 3.5655 -2.4151
C -3.7880 2.6751 -2.3159
C -3.6077 1.4027 -1.7809
C -2.3486 1.0545 -1.3381
N -2.0087 -0.2777 -0.7674
C -2.8418 -0.5452 0.4505
C -2.2742 -1.3180 -1.8231
H 2.6594 -0.0082 -3.3084
H 0.9997 0.5779 -3.0609
H 1.3218 -1.1747 -3.2310
H 3.8482 -1.2008 -1.5702
H 2.5157 -2.3618 -1.4808
H 3.0679 -1.5213 -0.0037
H 4.2884 0.5431 -0.2520
H 4.6638 2.7379 0.7427
H 2.8295 4.3923 0.9111
H 0.5595 3.8262 0.1199
H -0.6272 3.9000 -2.0556
H -2.8848 4.5454 -2.8438
H -4.7701 2.9674 -2.6616
H -4.4499 0.7248 -1.7225
H -3.8953 -0.5758 0.1762
H -2.6894 0.2542 1.1749
H -2.5710 -1.5112 0.8772
H -3.2981 -1.2174 -2.1776
H -2.1311 -2.3136 -1.4149
H -1.6066 -1.1492 -2.6708
Cl 0.2563 -4.5138 5.9036
C 0.2937 -3.3462 4.6645
C 0.5383 -2.0009 4.9731
C 0.5831 -1.0149 3.9889
C 0.3748 -1.3632 2.6797
O 0.4318 -0.3925 1.7090
C 0.1155 -2.7206 2.3293
C -0.1191 -3.1487 1.0194
O -0.1828 -2.3754 -0.0146
C 0.0872 -3.7041 3.3522
H 0.6989 -1.7242 6.0082
H 0.7794 0.0161 4.2508
H -0.2758 -4.2085 0.8200
H -0.1027 -4.7390 3.0942
*
```

Summary:
E_HOMO = -17.519 eV
M = 590.865 u